# 1
The following is a quantum chemistry calculation of a molecular structure, C3H6N2O2 at a distorted geometry, from the OMol25 dataset.

```
13
Properties=species:S:1:pos:R:3
C -0.611 -1.511 0.233
C -0.259 1.961 0.060
C 0.768 -0.980 0.632
O 1.324 -0.679 -1.016
N -0.966 -0.208 -0.399
N -0.352 0.554 0.403
O 1.523 -1.324 1.496
H 1.076 -0.845 -1.940
H -1.221 -1.717 1.118
H -0.619 -2.325 -0.486
H -0.594 2.571 0.900
H -0.830 2.233 -0.832
H 0.763 2.268 -0.168
```

Results
- gap between HOMO and LUMO (hartree) = 0.3306
- multiplicity = 1
- net charge = 0
- lowest unoccupied orbital energy (eV) = -0.72
- strongest force on any atom (eV/A) = 4.58
- HOMO level (eV) = -9.717



# 2
The following is a quantum chemistry calculation of a molecular structure, C15H39NO10Sr2 at a distorted geometry, from the OMol25 dataset.

```
67
Properties=species:S:1:pos:R:3
Sr 7.973 -14.421 8.934
Sr 9.357 -10.403 10.178
C 12.641 -7.868 8.037
C 11.679 -8.836 8.665
O 10.512 -8.431 8.949
O 12.025 -9.999 9.044
H 13.680 -8.156 8.183
H 12.533 -6.893 8.514
H 12.474 -7.675 6.978
C 12.333 -13.399 10.368
C 10.872 -13.643 10.094
O 10.533 -14.751 9.619
O 10.012 -12.683 10.128
H 12.633 -13.857 11.314
H 12.584 -12.347 10.557
H 12.948 -13.631 9.505
C 13.886 -11.605 6.478
O 13.622 -11.869 7.862
H 14.785 -12.083 6.115
H 13.011 -11.916 5.895
H 13.899 -10.517 6.352
H 13.088 -11.125 8.215
C 12.994 -17.089 10.945
O 12.909 -16.931 9.520
H 13.237 -18.129 11.132
H 13.850 -16.510 11.299
H 12.085 -16.704 11.403
H 12.306 -16.225 9.285
O 14.986 -14.445 13.381
H 15.466 -14.654 12.571
H 14.392 -13.717 13.152
O 13.205 -12.056 13.602
H 12.521 -11.942 14.292
H 12.809 -11.676 12.817
O 12.366 -14.072 6.733
H 11.617 -14.535 7.134
H 12.703 -13.429 7.375
C 10.728 -10.746 17.662
C 11.555 -10.943 16.385
C 12.648 -12.010 16.713
C 12.120 -13.460 16.733
C 11.193 -13.817 15.566
C 10.140 -12.758 15.201
N 10.780 -11.424 15.195
O 9.801 -10.438 14.842
C 9.634 -13.023 13.783
C 8.982 -12.929 16.202
C 12.345 -9.708 15.970
H 10.584 -11.680 18.197
H 9.759 -10.273 17.491
H 11.321 -10.161 18.367
H 13.478 -11.930 16.014
H 13.006 -11.798 17.720
H 11.578 -13.563 17.687
H 12.873 -14.215 16.961
H 10.618 -14.697 15.855
H 11.836 -14.102 14.729
H 9.011 -12.158 13.530
H 10.450 -13.109 13.059
H 9.112 -13.980 13.762
H 8.169 -12.228 15.990
H 8.549 -13.930 16.147
H 9.289 -12.824 17.235
H 13.021 -9.818 15.124
H 12.966 -9.328 16.781
H 11.633 -8.912 15.724
H 9.468 -10.073 15.678
```

Results
- gap between HOMO and LUMO (hartree) = 0.1434
- multiplicity = 1
- net charge = +2
- lowest unoccupied orbital energy (eV) = -9.57
- strongest force on any atom (eV/A) = 3.00
- HOMO level (eV) = -13.474



# 3
The following is a quantum chemistry calculation of C2H3F in the gas phase at a distorted geometry, from the OMol25 dataset.

```
6
Properties=species:S:1:pos:R:3
C -0.595 -0.392 -0.062
C 0.524 0.384 -0.018
F 1.719 -0.324 -0.003
H -1.516 0.346 0.204
H -0.574 -1.443 -0.012
H 0.442 1.430 -0.109
```

Results
- gap between HOMO and LUMO (hartree) = 0.4117
- multiplicity = 1
- net charge = 0
- lowest unoccupied orbital energy (eV) = 1.20
- strongest force on any atom (eV/A) = 5.60
- HOMO level (eV) = -10.001



# 4
The following is a quantum chemistry calculation of 2 unconnected molecules or ions with the total composition C9H14 at a distorted geometry, from the OMol25 dataset.

```
23
Properties=species:S:1:pos:R:3
C -0.363 -1.695 1.728
C -0.873 -1.115 0.442
C -0.728 -1.838 -0.744
C -1.131 -1.254 -1.935
C -1.602 0.050 -1.945
C -1.803 0.774 -0.780
C -1.309 0.215 0.408
H 0.714 -1.858 1.648
H -0.939 -2.596 1.944
H -0.453 -0.987 2.555
H -0.268 -2.818 -0.760
H -1.213 -1.829 -2.850
H -1.785 0.446 -2.936
H -2.162 1.791 -0.827
H -1.358 0.794 1.321
C 2.050 0.791 0.097
C 1.788 2.204 0.573
H 2.461 0.164 0.901
H 1.140 0.288 -0.217
H 2.739 0.654 -0.737
H 1.038 2.310 1.363
H 2.648 2.703 1.007
H 1.409 2.806 -0.254
```

Results
- gap between HOMO and LUMO (hartree) = 0.3708
- multiplicity = 1
- net charge = 0
- lowest unoccupied orbital energy (eV) = 1.10
- strongest force on any atom (eV/A) = 1.50
- HOMO level (eV) = -8.993



# 5
The following is a quantum chemistry calculation of C20H34N2O3 in the gas phase, from the OMol25 dataset.

```
59
Properties=species:S:1:pos:R:3
C 0.601 2.232 0.888
C -0.857 2.011 0.498
C -1.556 0.999 1.421
C -1.930 1.681 2.739
C -2.812 0.331 0.820
C -3.592 1.190 -0.192
N -4.859 0.568 -0.553
C -4.639 -0.781 -1.052
C -3.806 -1.637 -0.081
N -2.548 -1.010 0.293
C -1.511 -1.144 -0.714
C -0.838 -2.516 -0.618
C 0.396 -2.599 -1.524
C 1.492 -1.675 -1.070
C 1.724 -0.475 -1.721
C 2.742 0.380 -1.309
O 3.034 1.566 -1.929
C 2.260 1.955 -3.036
C 3.534 0.033 -0.207
O 4.613 0.767 0.223
C 4.383 2.116 0.572
C 3.282 -1.176 0.464
O 4.087 -1.425 1.533
C 3.940 -2.645 2.213
C 2.272 -2.020 0.024
H 0.684 2.645 1.890
H 1.075 2.926 0.198
H 1.148 1.291 0.856
H -0.882 1.665 -0.536
H -1.392 2.962 0.534
H -0.851 0.192 1.647
H -2.311 0.954 3.453
H -2.695 2.437 2.573
H -1.063 2.165 3.182
H -3.500 0.149 1.661
H -3.803 2.178 0.223
H -3.022 1.315 -1.116
H -5.450 0.522 0.274
H -5.608 -1.250 -1.233
H -4.119 -0.690 -2.010
H -3.600 -2.613 -0.523
H -4.381 -1.797 0.839
H -1.888 -0.997 -1.739
H -0.745 -0.395 -0.527
H -0.548 -2.684 0.420
H -1.539 -3.302 -0.902
H 0.104 -2.354 -2.547
H 0.767 -3.626 -1.516
H 1.114 -0.220 -2.572
H 1.207 2.084 -2.767
H 2.668 2.913 -3.355
H 2.343 1.238 -3.858
H 4.058 2.710 -0.284
H 5.341 2.489 0.933
H 3.639 2.194 1.372
H 2.949 -2.737 2.671
H 4.697 -2.637 2.996
H 4.114 -3.500 1.551
H 2.078 -2.954 0.526
```

Results
- gap between HOMO and LUMO (hartree) = 0.3098
- multiplicity = 1
- net charge = 0
- lowest unoccupied orbital energy (eV) = 0.76
- strongest force on any atom (eV/A) = 0.63
- HOMO level (eV) = -7.667



# 6
The following is a quantum chemistry calculation of C5H6O2 in the gas phase, from the OMol25 dataset.

```
13
Properties=species:S:1:pos:R:3
O -3.223 0.952 -0.489
C -2.369 0.104 -0.514
C -1.691 -0.447 0.733
C -0.240 -0.359 0.562
C 0.937 -0.242 0.327
C 2.357 -0.019 0.005
O 2.534 0.691 -1.203
H -2.004 -0.331 -1.467
H -2.042 0.120 1.601
H -1.995 -1.496 0.860
H 2.840 0.493 0.851
H 2.867 -0.977 -0.129
H 2.029 1.511 -1.136
```

Results
- gap between HOMO and LUMO (hartree) = 0.3917
- multiplicity = 1
- net charge = 0
- lowest unoccupied orbital energy (eV) = 0.75
- strongest force on any atom (eV/A) = 0.55
- HOMO level (eV) = -9.910



# 7
The following is a quantum chemistry calculation of CS3 in the gas phase at a distorted geometry, from the OMol25 dataset.

```
4
Properties=species:S:1:pos:R:3
S 1.810 0.006 -0.029
C 0.246 -0.009 0.077
S -1.031 -1.219 -0.025
S -1.025 1.223 -0.022
```

Results
- gap between HOMO and LUMO (hartree) = 0.2465
- multiplicity = 1
- net charge = 0
- lowest unoccupied orbital energy (eV) = -2.49
- strongest force on any atom (eV/A) = 3.06
- HOMO level (eV) = -9.197